Record 1
Entry from OMol25: CH6Si2 as an isolated structure (wB97M-V/def2-TZVPD).

XYZ file:
```
9
Properties=species:S:1:pos:R:3:forces:R:3
C 0.55634 0.83957 -0.31540 -1.2 -1.6 4.6
Si 0.51640 1.23553 1.65761 1.0 -0.5 -1.2
Si -0.01019 -0.99174 -0.18927 -0.9 0.4 -0.9
H -0.11406 1.27725 -0.95340 -1.4 1.5 -1.6
H 1.51071 0.72213 -0.67297 2.5 0.1 -0.9
H -0.16470 2.54399 1.72884 -0.6 0.6 -0.3
H -0.10843 -1.44896 1.32015 0.3 0.0 -1.6
H -1.37708 -0.98165 -0.83191 0.1 -0.1 0.7
H 0.69991 -1.66798 -1.35468 0.2 -0.3 1.2
```
Forces are in eV/Å.

- total charge = 0
- energy relative to the best compared isomer or geometry (same formula, charge and spin) (kcal/mol) = 22.1
- HOMO-LUMO gap (Eh) = 0.2787


Record 2
Entry from OMol25: C40H80O31S6 as an isolated structure (wB97M-V/def2-TZVPD).

XYZ file:
```
157
Properties=species:S:1:pos:R:3:forces:R:3
C 2.58511 -5.95997 0.53745 -0.8 0.6 0.9
C 1.39965 -5.59341 -0.34065 0.8 0.0 -1.0
C 0.70286 -4.46692 0.37951 0.6 0.4 0.1
O 1.76532 -3.69461 1.01319 -0.4 -1.2 -0.4
C 2.85243 -4.59630 1.23502 0.6 -0.1 0.3
H 3.43002 -6.36003 -0.01623 0.0 0.0 0.0
H 2.25642 -6.68288 1.28709 0.3 -0.1 0.1
H 0.73716 -6.42038 -0.58998 0.0 0.0 0.0
H 1.89550 -5.22760 -1.24589 -0.7 0.2 -0.3
H 0.02438 -4.86870 1.13598 -0.2 0.3 0.1
H 0.22387 -3.79357 -0.32969 -0.4 0.0 0.2
H 2.99383 -4.79866 2.30090 -0.1 0.3 0.1
H 3.74369 -4.06613 0.88327 0.1 -0.2 -0.1
C 0.56635 -0.26787 -5.55306 1.1 -0.1 -0.6
C -0.72328 0.53597 -5.67816 0.2 -0.3 1.7
C -0.38097 1.53457 -6.74319 0.0 0.4 -1.7
O 1.02009 1.47808 -7.03182 1.1 -0.6 0.6
C 1.66869 0.73014 -5.97467 -1.2 0.7 0.3
H 0.63843 -1.01768 -6.34654 -0.3 -0.3 0.2
H 0.80719 -0.73121 -4.59629 -0.4 0.0 0.1
H -0.88148 1.01247 -4.70619 0.1 0.3 -0.1
H -1.64605 -0.03188 -5.79950 0.2 -0.2 -0.6
H -0.66961 2.55435 -6.48386 0.0 0.0 0.0
H -0.77672 1.28110 -7.73308 -0.7 0.1 0.3
H 1.94155 1.47562 -5.22562 0.0 -0.4 0.4
H 2.58144 0.20955 -6.25957 -0.1 0.1 -0.6
C -2.64054 -3.08135 -1.69385 -0.1 0.7 -0.5
C -2.06083 -2.27243 -2.85040 0.5 -0.4 -1.4
C -0.70412 -2.94687 -3.08495 0.3 0.2 1.2
O -0.93522 -4.30536 -2.72158 0.8 -0.3 -0.4
C -2.13586 -4.47226 -2.00848 -0.2 0.2 0.7
H -3.72555 -3.01581 -1.70608 0.0 -0.1 0.3
H -2.25209 -2.66738 -0.76049 -0.1 -0.2 0.1
H -2.02603 -1.19825 -2.67480 0.1 0.0 0.0
H -2.55044 -2.49290 -3.80624 -0.8 0.4 0.3
H 0.04920 -2.47739 -2.43310 0.0 -0.3 0.2
H -0.23669 -2.98272 -4.06989 -0.6 0.4 -0.2
H -1.89867 -5.02634 -1.09579 -0.3 -0.2 -0.1
H -2.88543 -5.00266 -2.60495 0.2 -0.2 0.0
C -3.33462 -2.33732 3.94817 1.1 0.0 0.2
C -2.67467 -1.94286 2.63461 0.3 0.5 0.0
C -1.29203 -2.46921 2.81110 0.4 -0.6 0.6
O -1.51491 -3.78540 3.30723 -0.4 -0.1 0.9
C -2.67661 -3.71970 4.19240 -0.5 0.0 -1.1
H -4.41740 -2.26133 3.92520 0.0 -0.4 0.1
H -2.94405 -1.69534 4.74197 -0.3 0.2 0.0
H -2.57212 -0.86476 2.49480 -0.8 0.0 -0.4
H -3.09511 -2.52047 1.81019 -0.4 0.6 -0.2
H -0.74727 -1.88151 3.56526 0.1 0.1 -0.1
H -0.70772 -2.53021 1.89813 0.0 -0.1 0.1
H -2.42183 -3.86005 5.24054 0.3 -0.1 0.0
H -3.35225 -4.50407 3.85144 0.1 -0.2 0.2
C 2.04526 3.18790 3.08386 -0.3 -0.5 1.0
C 1.65271 3.92505 1.82845 0.1 -1.2 -0.6
C 0.38698 4.68990 2.20207 1.4 0.6 1.0
O 0.52032 4.93492 3.61762 -0.2 0.0 -0.7
C 1.59047 4.15031 4.17582 -0.6 0.7 0.1
H 3.09584 2.90535 3.14295 0.1 0.2 -0.1
H 1.48452 2.25964 3.23422 -0.1 0.0 -0.3
H 1.48533 3.22883 0.99903 0.0 0.0 -0.1
H 2.51573 4.54127 1.56590 -0.4 0.5 -0.2
H -0.57034 4.18781 2.07834 0.1 -0.1 -0.6
H 0.50236 5.63316 1.65878 -0.9 0.2 0.2
H 1.13870 3.64640 5.02909 0.4 0.0 0.2
H 2.32771 4.89271 4.49655 0.3 -0.4 0.1
C -5.08411 3.31806 -1.40490 -0.3 1.5 -0.6
C -3.76793 2.61753 -1.66177 0.7 0.0 0.8
C -3.89296 1.98567 -3.05102 0.3 -0.3 0.7
O -5.29162 1.86110 -3.24688 -0.1 0.0 -0.3
C -5.89357 3.02835 -2.69045 -0.2 -0.5 0.9
H -4.90148 4.38897 -1.27500 -0.2 0.0 -0.2
H -5.61755 3.06099 -0.49054 0.1 -0.5 -0.1
H -3.62442 1.89869 -0.85465 0.2 -0.3 -0.4
H -2.93193 3.31368 -1.59559 0.0 -0.1 -0.1
H -3.42128 0.99978 -3.05389 -0.3 -0.1 -0.2
H -3.39449 2.55833 -3.84098 -0.2 0.3 0.0
H -6.91576 2.77180 -2.41031 -0.1 0.0 -0.4
H -5.90468 3.85626 -3.40210 0.2 0.0 0.0
C 3.19629 -0.21986 3.99228 1.4 0.4 0.1
C 3.44583 -1.64831 3.54963 0.4 -0.3 0.9
C 2.10116 -2.27342 3.83353 0.2 0.2 -0.5
O 1.62790 -1.61032 5.00249 0.4 -0.4 0.7
C 2.45961 -0.45186 5.31313 -1.7 -0.2 -1.8
H 2.67923 0.31910 3.19688 -0.4 0.1 0.4
H 4.14521 0.29896 4.16353 -0.1 0.1 -0.1
H 4.13019 -2.07822 4.29321 0.2 -0.1 -0.2
H 3.88065 -1.83052 2.56863 -0.3 0.2 -0.2
H 2.23782 -3.34932 3.95576 -0.5 0.0 0.3
H 1.39487 -2.07508 3.02594 0.0 -0.2 -0.1
H 3.12514 -0.60669 6.16152 0.0 -0.2 0.0
H 1.68748 0.29237 5.50987 0.5 0.4 0.4
C -5.95833 0.01545 0.02246 2.8 -0.7 1.0
C -5.61119 -1.01025 -1.02831 -2.2 0.0 -1.5
O -5.49216 -2.22184 -0.30835 -0.2 -1.0 1.1
S -6.61940 -2.30377 0.83688 -1.4 0.8 -0.2
O -6.08877 -2.96851 1.98205 0.3 0.8 -0.6
O -7.90247 -2.74121 0.35308 1.3 0.3 -0.1
O -6.75448 -0.66051 1.02148 -0.3 -1.2 -0.5
H -6.32039 0.96072 -0.36002 -0.6 -0.2 0.2
H -5.00284 0.12112 0.55100 0.0 1.0 -0.1
H -4.76795 -0.89610 -1.70357 0.4 0.4 0.7
H -6.47544 -1.09706 -1.70338 0.0 -0.2 0.0
C 0.95867 0.32954 -1.06152 0.7 -0.5 -0.4
C 1.17412 -0.45672 0.23017 0.3 1.2 -0.2
O -0.13645 -0.61426 0.76215 -1.4 0.2 0.4
S -1.17218 0.57003 0.35966 1.9 -1.0 -0.2
O -1.16289 1.57471 1.38086 0.3 0.0 -0.7
O -2.44555 0.02134 0.01308 0.8 0.1 -0.3
O -0.29640 0.97985 -0.95198 -2.1 0.4 0.9
H 0.98901 -0.36888 -1.90040 -0.5 0.3 -0.2
H 1.67433 1.12910 -1.24053 0.2 -0.3 0.1
H 1.80122 0.17207 0.86603 -0.1 -0.4 0.5
H 1.60505 -1.44203 0.07853 -0.1 -0.1 0.1
C -0.04160 5.24556 -1.51960 1.0 -0.4 0.4
C 1.45732 5.12893 -1.77790 0.2 1.0 0.6
O 1.59107 4.53226 -3.05165 -0.8 -1.1 -1.0
S 0.30258 3.60675 -3.40764 -0.2 0.2 0.7
O 0.70273 2.23292 -3.34175 -0.4 1.0 0.1
O -0.39825 4.10083 -4.56043 0.8 -0.2 1.1
O -0.51736 3.98739 -2.03314 0.2 -0.1 -1.4
H -0.46440 6.14020 -1.97287 -0.4 -0.3 -0.2
H -0.19751 5.17927 -0.44648 -0.4 0.3 0.0
H 1.89798 4.55621 -0.95670 0.2 -0.3 -0.4
H 1.99726 6.07116 -1.88638 -0.3 0.1 0.4
C 4.99257 2.35554 -2.69289 0.8 1.2 -0.2
C 6.29952 1.68953 -2.19538 -0.7 0.2 -1.8
O 6.19327 1.60550 -0.77807 -1.0 0.1 0.5
S 4.73784 2.20883 -0.27382 0.0 0.0 0.0
O 4.86604 3.60430 0.02722 0.2 -0.8 -0.2
O 4.10719 1.35652 0.69556 0.8 0.4 -1.2
O 4.03262 2.05073 -1.70431 -0.5 -0.3 1.2
H 4.60028 2.07266 -3.66530 0.2 -0.5 0.1
H 5.14837 3.43999 -2.71818 -0.2 0.0 0.1
H 7.14858 2.27950 -2.53531 0.1 0.2 0.6
H 6.38476 0.74055 -2.72978 0.0 -0.5 0.9
C 5.72984 -2.14337 -1.10725 0.3 -1.3 0.6
C 5.66193 -3.14491 -2.24851 -0.4 0.2 0.8
O 4.88103 -2.50723 -3.24406 -0.8 0.8 -1.0
S 3.65251 -1.68514 -2.56116 1.8 0.3 0.1
O 2.53803 -2.53739 -2.26463 1.0 0.7 -0.1
O 3.46254 -0.45733 -3.29915 0.2 -1.6 1.1
O 4.53900 -1.39965 -1.18703 -1.7 0.6 -0.5
H 6.61584 -1.51255 -1.03951 -0.2 0.3 -0.6
H 5.77747 -2.79243 -0.22610 -0.4 0.5 0.4
H 5.05727 -3.99647 -1.93288 0.6 -0.4 0.1
H 6.68411 -3.37618 -2.53371 -0.3 -0.3 -0.8
C -2.46196 1.15731 5.50099 -0.1 0.6 -1.1
C -2.15316 2.37213 4.57929 -0.8 -1.0 0.6
O -1.80299 3.38932 5.51335 0.9 0.2 0.6
S -1.40474 2.81770 6.98589 -0.8 2.1 0.3
O -2.45851 3.22435 7.88599 0.8 -1.0 -1.0
O -0.07845 3.21671 7.35892 -0.7 -1.1 -0.8
O -1.50259 1.30246 6.53527 0.5 0.0 1.3
H -2.26188 0.17661 5.08142 -0.1 0.1 -0.2
H -3.49683 1.25891 5.83217 0.2 -0.3 0.5
H -3.07616 2.71415 4.11681 0.2 -0.1 -0.4
H -1.38691 2.11561 3.84949 0.2 0.5 0.1
```
Forces are in eV/Å.

- total charge = 0
- energy relative to the best compared isomer or geometry (same formula, charge and spin) (kcal/mol) = 1.6
- HOMO-LUMO gap (Eh) = 0.3330


Record 3
Entry from OMol25: C11H19BNO2Yb as an isolated structure (wB97M-V/def2-TZVPD).

XYZ file:
```
35
Properties=species:S:1:pos:R:3:forces:R:3
C -3.05800 -3.43150 -2.28130 1.6 -0.1 0.9
C -1.60082 -2.76515 -1.99462 0.5 1.2 -2.3
O -1.20462 -1.91464 -2.84388 -1.0 -2.7 3.3
O -0.82229 -3.18372 -0.85410 -2.2 2.2 -2.8
C -0.02365 -2.03415 -0.43777 1.1 1.9 0.2
B 0.79793 -2.23114 0.97489 -0.7 -0.2 0.1
C 0.18367 -1.39579 2.25006 0.0 0.2 0.9
C 0.66308 0.13761 2.32516 -1.1 -0.1 1.5
C -0.61518 1.06072 2.00835 0.7 0.5 0.3
C -0.25659 2.54381 1.53357 -1.5 0.0 1.4
N 0.44366 2.59621 0.21664 3.0 1.0 -5.3
C 0.85805 3.85145 -0.41943 1.6 -1.7 -3.1
C 1.53290 3.57516 -1.79406 -0.7 -2.0 2.5
C 1.54521 1.97652 -2.02433 -1.9 2.8 5.3
C 0.85678 1.55080 -0.68374 0.6 -0.1 -1.3
H -2.83354 -4.35298 -2.93723 -0.6 1.3 1.2
H -3.48700 -3.69864 -1.25753 0.3 0.1 -1.6
H -3.72519 -2.69587 -2.85175 1.3 -1.0 0.9
H -0.73066 -1.12233 -0.30022 0.7 -1.3 -0.5
H 0.76421 -1.71614 -1.23296 -1.6 -0.8 0.7
H 0.83300 -3.39056 1.24330 0.1 -0.6 0.1
H 1.93459 -1.86896 0.79602 0.9 0.4 -0.2
H -0.96362 -1.43231 2.18852 1.4 0.2 0.3
H 0.47689 -1.92057 3.24275 -0.5 0.9 -1.6
H 1.59949 0.37620 1.71178 -1.3 -0.4 0.5
H 0.94545 0.34426 3.43297 -0.3 0.0 -1.9
H -1.19509 1.16721 3.00656 0.8 -0.1 -1.8
H -1.31316 0.58709 1.23707 1.0 0.6 1.0
H -1.25715 3.11424 1.42154 1.7 -0.8 -0.1
H 0.35852 3.13441 2.31241 -0.7 -1.1 -1.4
H 0.71344 4.90526 0.02607 0.1 -2.2 -0.7
H 1.96278 4.29175 -2.57166 -1.1 -0.6 1.4
H 1.93359 1.33690 -2.90127 -1.7 0.7 1.2
H 0.69915 0.44308 -0.45497 0.0 1.7 0.0
Yb 3.98416 2.16176 -2.08683 -0.3 0.2 0.8
```
Forces are in eV/Å.

- total charge = +1
- energy relative to the best compared isomer or geometry (same formula, charge and spin) (kcal/mol) = 68.0
- HOMO-LUMO gap (Eh) = 0.0997


Record 4
Entry from OMol25: C37H48GeN3RhS2SeSi2 as an isolated structure (wB97M-V/def2-TZVPD).

XYZ file:
```
95
Properties=species:S:1:pos:R:3:forces:R:3
Rh 0.25083 -0.02797 0.36567 -0.4 -0.9 -1.7
C 0.32343 -3.72149 -1.75077 0.1 -0.2 0.0
Si -1.25485 -2.88782 -1.20359 0.0 0.1 0.1
C -2.50528 -4.21622 -0.83105 -0.1 -0.1 0.0
C -2.03970 -1.77989 -2.50088 0.0 0.0 0.0
C -1.00321 -1.83942 0.36461 0.2 0.4 0.4
C -2.13042 -0.88600 0.46804 0.0 -0.4 0.0
C -3.42059 -1.07495 0.95702 -0.1 0.2 -0.1
C -4.29421 -0.00421 0.92011 0.0 0.0 0.0
C -3.86579 1.23041 0.42812 -0.1 0.0 0.0
C -2.56516 1.36287 0.00571 0.1 0.1 -0.1
N -1.72647 0.31435 0.01647 0.0 0.0 0.1
Si -0.58203 -2.74709 1.96757 -0.4 -0.1 -0.2
C 0.89854 -3.82444 1.60038 0.2 0.0 0.1
C -1.90291 -3.88617 2.63196 0.0 0.0 0.1
C -0.43186 -1.35333 3.23209 0.1 0.0 0.0
H 0.24942 -4.00683 -2.80329 0.0 -0.1 0.1
H 0.47527 -4.64255 -1.18415 0.0 0.0 0.0
H 1.21169 -3.10057 -1.62670 0.0 -0.1 0.0
H -2.69973 -4.77744 -1.75063 0.0 0.0 0.0
H -3.45880 -3.80801 -0.48664 0.0 0.0 0.0
H -2.14537 -4.92662 -0.08679 0.0 0.0 -0.1
H -2.10462 -2.30303 -3.45972 0.0 0.0 0.0
H -1.51370 -0.83740 -2.66304 -0.1 0.0 0.0
H -3.06190 -1.53091 -2.20129 0.0 0.0 0.0
H -3.72291 -2.04084 1.33464 0.0 0.0 0.0
H -5.30736 -0.11731 1.28507 0.0 0.0 0.0
H -4.53345 2.07885 0.38422 0.0 0.0 0.0
H -2.18451 2.31126 -0.34712 0.0 0.0 0.0
H 0.53305 -4.76440 1.17936 0.0 0.0 0.0
H 1.44746 -4.08250 2.50937 0.0 -0.1 -0.1
H 1.60142 -3.39367 0.88440 0.0 -0.1 0.0
H -2.03975 -4.78075 2.02647 0.0 0.0 0.0
H -2.87257 -3.40328 2.76120 0.0 0.0 0.1
H -1.57282 -4.21228 3.62550 -0.1 0.0 0.0
H -0.10479 -0.38782 2.81201 0.0 0.0 0.1
H 0.25003 -1.58736 4.05447 0.0 0.1 0.0
H -1.42032 -1.18653 3.66791 0.0 0.0 0.0
S 1.29405 6.45629 -2.56380 0.1 0.1 0.1
C 0.10075 6.81783 -3.72097 0.0 0.1 0.0
C -0.81314 5.81812 -3.84045 -0.1 -0.1 0.0
C -0.53285 4.73576 -2.96900 -0.2 -0.1 -0.1
C 0.58432 4.93262 -2.20499 0.1 0.0 0.2
C 1.17455 4.02591 -1.21306 -0.2 0.0 -0.2
C 0.55403 2.79394 -0.93369 -0.2 0.0 0.0
N 1.04375 1.89462 -0.10501 0.0 0.5 0.4
C 2.22159 2.13543 0.50173 0.2 -0.2 0.2
C 2.89173 3.34545 0.34325 0.2 0.2 0.0
C 4.12580 3.54626 1.05274 0.0 0.1 -0.1
C 4.62973 2.57858 1.84220 0.0 -0.1 0.1
C 3.95476 1.31461 2.00374 0.3 0.1 0.1
C 4.41593 0.32081 2.87928 0.1 0.3 0.0
C 3.70961 -0.84484 3.03404 -0.1 -0.3 0.1
C 2.56834 -1.01545 2.22250 0.1 -0.2 -0.2
N 2.11241 -0.11118 1.37071 0.1 0.2 0.0
C 2.77531 1.08350 1.30450 -0.2 0.1 0.0
C 4.12144 -1.87341 3.99941 -0.2 0.1 -0.1
C 5.33429 -2.00272 4.61152 0.3 0.0 0.0
C 5.38654 -3.08045 5.53305 0.1 0.1 -0.1
C 4.20636 -3.74787 5.61104 -0.1 -0.1 0.1
S 3.03379 -3.07848 4.57223 -0.2 0.0 0.0
C 2.33800 4.29656 -0.52904 0.2 0.1 0.2
H 0.13400 7.75425 -4.25609 0.0 0.0 0.0
H -1.65169 5.85771 -4.52006 0.0 0.0 0.0
H -1.14656 3.84460 -2.92511 0.0 0.1 0.0
H -0.37109 2.52989 -1.42738 0.0 0.0 0.0
H 4.64030 4.49266 0.93750 0.0 0.0 0.0
H 5.56032 2.72968 2.37475 0.0 0.0 0.0
H 5.31359 0.49625 3.45913 0.0 0.1 0.0
H 2.03420 -1.95039 2.26352 0.0 0.0 0.0
H 6.18147 -1.36397 4.39967 0.0 0.0 0.0
H 6.26131 -3.34861 6.10734 0.0 0.0 0.0
H 3.95931 -4.59556 6.23169 0.0 0.0 0.0
H 2.84302 5.24611 -0.66875 0.1 -0.1 0.0
C 1.33207 -1.61471 -6.72533 0.0 0.0 0.0
Ge 0.94306 -0.30675 -5.35049 0.0 0.1 0.1
C -0.86805 0.40190 -5.37470 0.0 0.0 0.0
C 2.24004 1.14354 -5.27039 0.1 0.0 0.0
C 1.04221 -1.34955 -3.63443 0.0 -0.3 0.1
Se 1.12143 -0.11254 -2.15478 -0.2 0.5 0.9
C 3.03051 -0.22478 -1.85184 0.1 -0.1 0.0
H 1.25804 -1.15541 -7.71145 0.0 0.0 0.0
H 0.62854 -2.44605 -6.67710 0.0 0.0 0.0
H 2.34389 -2.00091 -6.59983 0.0 0.0 0.0
H -0.98978 1.10567 -6.19858 0.0 0.0 0.0
H -1.07594 0.92944 -4.44055 0.0 0.0 0.0
H -1.60055 -0.39682 -5.49514 0.0 0.0 0.0
H 2.11164 1.78537 -6.14266 0.0 0.0 0.0
H 3.26353 0.76549 -5.28129 0.0 0.0 0.0
H 2.09115 1.75396 -4.37739 0.0 0.0 0.0
H 1.89964 -2.02041 -3.59461 0.0 0.0 0.1
H 0.13502 -1.93739 -3.55032 0.1 0.0 -0.1
H 3.53098 0.01302 -2.78832 -0.1 0.0 0.0
H 3.28499 -1.23118 -1.52782 0.0 0.0 0.0
H 3.30696 0.49755 -1.09166 0.0 0.0 -0.1
```
Forces are in eV/Å.

- total charge = +2
- HOMO-LUMO gap (spin up / spin down) (Eh) = 0.2013 / 0.2012


Question: Which value of total charge does entry 1 give?
Answer: 0